1.
Molecular formula: C4H11N2O
Method: DFT, ωB97M-V with the def2-TZVPD basis set

Properties
- molecular weight (g mol⁻¹) = 103.14
- LUMO (eV) = -4.49
- energy relative to the best compared isomer or geometry (same formula, charge and spin) (kJ/mol) = 391.23
- HOMO energy (eV) = -14.1
- calculated total energy (hartree) = -343.41514
- total charge = +1

Last column: Mulliken charge in e.
Cartesian coordinates (Å):
1 C 1.4584 -1.5196 -0.7146  -0.308
2 C 1.9490 -0.1364 -0.7155  0.080
3 C -2.0734 -0.5106 0.0808  -0.919
4 C -1.6815 1.7191 0.7436  -0.143
5 N -1.2811 0.6732 0.2155  0.142
6 N 1.9015 0.7268 0.4882  -0.630
7 O 0.6700 -0.3535 -1.1426  -0.515
8 H 1.2121 -2.0311 0.3224  0.184
9 H 2.7215 0.1381 -1.4905  0.375
10 H -2.4117 -1.0031 0.9988  0.337
11 H -0.2977 0.6714 0.0055  0.309
12 H -2.8473 -0.3229 -0.6404  0.412
13 H -2.7480 1.9013 1.1470  0.304
14 H 1.6300 -2.2084 -1.5215  0.290
15 H -0.8661 2.4919 0.8136  0.277
16 H -1.4631 -1.1281 -0.5706  0.304
17 H 2.8093 0.7720 0.9178  0.279
18 H 1.3184 0.1199 1.0626  0.222



2.
Molecular formula: C5H6BNO8
Method: DFT, ωB97M-V with the def2-TZVPD basis set

Properties
- molecular weight (g mol⁻¹) = 218.91
- LUMO (eV) = 5.93
- energy relative to the best compared isomer or geometry (same formula, charge and spin) (kJ/mol) = 167.74
- HOMO energy (eV) = -0.8
- calculated total energy (hartree) = -875.68745
- total charge = -2

Last column: Mulliken charge in e.
Cartesian coordinates (Å):
1 B -1.5867 -1.2934 -0.7790  0.608
2 C -1.2166 1.4075 -0.4271  0.173
3 C -3.4232 0.4408 -0.0360  0.661
4 C 2.8161 1.2802 0.5104  -1.211
5 C 2.1700 0.0623 0.9133  -0.696
6 C -1.8825 0.1449 -0.2272  0.552
7 N 2.6647 -1.1113 0.6467  0.848
8 O -0.8376 2.3022 -1.0862  -0.649
9 O -3.7695 0.9887 1.0354  -0.737
10 O -1.0337 0.9489 0.7182  -0.350
11 O -4.1387 0.0654 -0.9885  -0.804
12 O 1.9087 -2.1034 0.9914  -0.880
13 O 3.8114 -1.2505 0.2086  -0.794
14 O -2.3052 -1.5740 -1.9119  -0.615
15 O -0.5963 -2.1415 -0.3756  -0.638
16 H 3.1871 1.1123 -0.4583  0.281
17 H 3.7314 1.5457 1.0784  0.266
18 H 2.1145 2.0496 0.4557  0.363
19 H 1.3182 0.1153 1.4631  0.842
20 H -3.1050 -1.0138 -1.9681  0.426
21 H 0.1729 -1.9759 0.2367  0.352



3.
Molecular formula: C15H37IrN4O5S
Method: DFT, ωB97M-V with the def2-TZVPD basis set

Properties
- molecular weight (g mol⁻¹) = 577.77
- LUMO (spin up / spin down) (eV) = -7.51 / -11.73
- expectation value of S² = 8.760
- spin multiplicity = 6
- HOMO energy (spin up / spin down) (eV) = -17.7 / -19.7
- calculated total energy (hartree) = -1690.29046
- total charge = +3

Last column: Mulliken charge in e.
Cartesian coordinates (Å):
1 Ir 0.3539 -0.1650 -0.0845  5.451
2 C -2.8244 -0.7914 1.6654  -1.185
3 C -1.6234 -0.8135 2.5897  -0.696
4 N -0.3599 -1.2030 1.8997  -1.509
5 C 0.7665 -1.3909 2.8608  -0.351
6 C 2.0776 -0.9584 2.2309  -1.038
7 N 2.1244 -1.4031 0.8203  -0.417
8 C 2.3549 -2.8770 0.6684  -0.970
9 C 1.2081 -3.6740 0.0682  -0.335
10 C 0.8265 -3.2408 -1.3364  -0.961
11 N -0.0666 -2.0516 -1.3773  -0.727
12 C -1.5015 -2.3691 -1.2318  -0.856
13 C -2.3021 -1.0976 -1.4268  -0.748
14 N -1.8358 0.0039 -0.5300  -1.074
15 C -2.7725 0.2885 0.6009  -0.570
16 H -3.6999 -0.5921 2.2861  0.532
17 H -3.0092 -1.7780 1.2306  0.366
18 H -1.7938 -1.5194 3.4062  0.546
19 H -1.4715 0.1693 3.0367  0.434
20 H -0.5422 -2.1161 1.4878  0.148
21 H 0.7951 -2.4349 3.1777  0.439
22 H 0.5727 -0.7971 3.7533  0.489
23 H 2.9234 -1.3585 2.7942  0.542
24 H 2.1676 0.1297 2.2327  0.290
25 H 2.8975 -0.9147 0.3798  0.364
26 H 2.6135 -3.2803 1.6483  0.367
27 H 3.2351 -3.0054 0.0375  0.549
28 H 0.3335 -3.7102 0.7257  0.154
29 H 1.5466 -4.7109 0.0184  0.484
30 H 0.3288 -4.0548 -1.8674  0.410
31 H 1.7247 -2.9913 -1.9040  0.470
32 H 0.0578 -1.6174 -2.2913  0.385
33 H -1.6726 -2.8160 -0.2516  0.261
34 H -1.8029 -3.1100 -1.9763  0.639
35 H -3.3639 -1.2845 -1.2644  0.398
36 H -2.1883 -0.7596 -2.4587  0.456
37 H -1.8333 0.8556 -1.0929  0.245
38 H -3.7657 0.4372 0.1720  0.573
39 H -2.4511 1.2313 1.0441  0.240
40 C 0.3223 1.6714 1.9918  -0.928
41 O -0.2210 1.7756 0.6613  -0.294
42 C -0.1692 3.1370 0.2072  -0.452
43 C -1.3458 3.4497 -0.6829  -0.791
44 O -1.2666 2.6708 -1.9102  -0.316
45 C -0.6547 3.2300 -2.9643  -0.303
46 H -0.2913 2.2401 2.6909  0.588
47 H 1.3497 2.0396 2.0183  0.240
48 H 0.3026 0.6219 2.2734  -0.308
49 H 0.7764 3.3157 -0.3086  0.354
50 H -0.2112 3.8163 1.0618  0.478
51 H -1.3700 4.5108 -0.9308  0.569
52 H -2.2892 3.1590 -0.2251  0.242
53 H -0.6221 4.3203 -3.0012  0.418
54 H -0.8407 2.6858 -3.8885  0.368
55 H 0.6933 2.9151 -2.7569  0.118
56 C 3.6302 0.8329 -2.7122  -1.080
57 S 2.0799 1.2558 -2.0285  1.046
58 O 1.8512 2.6724 -2.4301  -0.515
59 O 2.1433 1.1081 -0.5387  -0.754
60 O 0.9978 0.3728 -2.4715  -0.704
61 H 4.3764 1.5060 -2.2891  0.432
62 H 3.5616 0.9723 -3.7912  0.427
63 H 3.8458 -0.2048 -2.4646  0.372



4.
Molecular formula: C4H5N3S
Method: DFT, ωB97M-V with the def2-TZVPD basis set

Properties
- molecular weight (g mol⁻¹) = 127.17
- LUMO (eV) = 0.28
- energy relative to the best compared isomer or geometry (same formula, charge and spin) (kJ/mol) = 112.21
- HOMO energy (eV) = -8.7
- calculated total energy (hartree) = -717.85090
- SMILES = C=C1C=NNC(=S)N1
- total charge = 0

Last column: Mulliken charge in e.
Cartesian coordinates (Å):
1 C -2.5403 -1.3727 -0.0032  -1.034
2 C -1.5206 -0.4983 0.0077  0.940
3 C -1.6976 0.9560 -0.0017  -0.293
4 N -0.7532 1.7970 0.0034  -0.729
5 N 0.5156 1.2997 -0.0017  0.168
6 C 0.8743 -0.0127 -0.0038  0.182
7 S 2.4677 -0.5024 0.0005  -0.398
8 N -0.1739 -0.8779 -0.0045  -0.111
9 H -3.5656 -0.9865 0.0002  0.243
10 H -2.3351 -2.4392 -0.0025  0.278
11 H -2.7182 1.3639 -0.0057  0.349
12 H 1.2543 1.9977 0.0008  0.214
13 H 0.0669 -1.8626 0.0244  0.189



5.
Molecular formula: C9H8N2O2
Method: DFT, ωB97M-V with the def2-TZVPD basis set

Properties
- molecular weight (g mol⁻¹) = 176.18
- LUMO (spin up / spin down) (eV) = -0.43 / -0.43
- energy relative to the best compared isomer or geometry (same formula, charge and spin) (kJ/mol) = 724.83
- HOMO energy (spin up / spin down) (eV) = -9.2 / -9.2
- calculated total energy (hartree) = -607.51382
- SMILES = O=N[C@H]1c2ccccc2C[C@@H]2ON21
- total charge = 0

Last column: Mulliken charge in e.
Cartesian coordinates (Å):
1 O -3.0075 1.8778 0.7523  -0.428
2 N -2.2837 0.9053 0.6793  0.067
3 C -1.4823 0.8117 -0.5034  0.337
4 C -0.0188 0.6431 -0.2545  0.621
5 C 0.7813 1.6360 -0.8333  -0.795
6 C 2.1154 1.4947 -0.6509  -0.454
7 C 2.6329 0.3276 -0.0044  -0.794
8 C 1.8215 -0.5746 0.6341  -0.975
9 C 0.4243 -0.3896 0.5310  0.915
10 C -0.5200 -1.4425 1.0833  -0.996
11 C -1.5348 -1.7898 -0.0338  0.176
12 O -0.9895 -1.6610 -1.2913  -0.329
13 N -2.0502 -0.8099 -0.9342  -0.445
14 H -1.9157 1.2201 -1.4508  0.407
15 H 0.4349 2.4223 -1.4558  0.435
16 H 2.6123 2.3129 -1.1577  0.331
17 H 3.6474 0.2329 0.0017  0.489
18 H 2.3975 -1.3487 1.1459  0.319
19 H 0.1344 -2.2614 1.3663  0.462
20 H -0.8514 -1.0278 2.0643  0.337
21 H -2.3481 -2.5792 0.3122  0.320



6.
Molecular formula: C3H3NOS
Method: DFT, ωB97M-V with the def2-TZVPD basis set

Properties
- molecular weight (g mol⁻¹) = 101.13
- LUMO (eV) = -0.01
- energy relative to the best compared isomer or geometry (same formula, charge and spin) (kJ/mol) = 367.25
- HOMO energy (eV) = -8.8
- calculated total energy (hartree) = -644.14705
- SMILES = Sc1ccno1
- total charge = 0

Last column: Mulliken charge in e.
Cartesian coordinates (Å):
1 S 1.1999 2.0674 0.0277  -0.379
2 C 0.4433 0.6657 -0.0307  0.459
3 C -0.0406 -0.5665 0.5504  -0.236
4 C -0.7633 -1.1329 -0.4047  -0.053
5 N -0.7034 -0.5734 -1.5030  -0.351
6 O 0.0106 0.5121 -1.2972  -0.122
7 H 0.8088 2.3549 1.5447  0.155
8 H 0.3481 -1.1827 1.5609  0.211
9 H -1.3033 -2.1446 -0.4482  0.317